i) ORCA calculation (ωB97M-V/def2-TZVPD) on a 2-piece molecular cluster, C2H4ClNO2 overall.

Output
gap between HOMO and LUMO (alpha / beta)	0.288 / 0.288	hartree
HOMO energy (alpha / beta)	-7.45 / -7.45	eV
E_LUMO (alpha / beta)	0.38 / 0.38	eV

Geometry as ORCA input:
```
! RIJCOSX wB97M-V def2-TZVPD def2/J DEFGRID3
* xyz 0 1
H 2.077 -0.757 -0.457
O -0.061 -1.239 2.069
Cl 0.615 0.922 -1.598
C -0.170 -0.256 1.435
O 0.598 -1.842 -1.323
N -0.596 0.952 1.260
H -0.169 -1.905 -1.864
H -1.332 1.492 1.765
H -0.007 1.636 0.739
C 1.007 -0.717 -0.669
*
```

***

ii) ORCA calculation (ωB97M-V/def2-TZVPD) on one molecule with the formula C2H4ClNO2.

Output
gap between HOMO and LUMO	0.305	hartree
HOMO energy	-9.41	eV
SMILES string	C/C(=N\O)OCl
E_LUMO	-1.11	eV

Geometry as ORCA input:
```
! RIJCOSX wB97M-V def2-TZVPD def2/J DEFGRID3
* xyz 0 1
H -0.847 -2.638 0.182
Cl 3.309 0.201 0.047
H -0.450 2.033 -0.120
C -0.728 0.988 -0.057
O -1.001 -1.688 0.055
O 1.603 0.752 -0.046
H -1.314 0.796 0.843
C 0.465 0.056 -0.017
N 0.298 -1.198 0.026
H -1.335 0.697 -0.913
*
```

***

Tell me which of them is the least stable. Sure, it is ii).

***

i) ORCA calculation (ωB97M-V/def2-TZVPD) on one molecule with the formula C7H10N2.

Output
gap between HOMO and LUMO	0.334	hartree
HOMO energy	-8.30	eV
SMILES string	C=C1/C=C\CCN/C=N\1
E_LUMO	0.78	eV

Geometry as ORCA input:
```
! RIJCOSX wB97M-V def2-TZVPD def2/J DEFGRID3
* xyz 0 1
H 0.270 -2.300 -1.296
H 2.565 -0.602 -0.562
H 2.284 1.819 -0.144
H -1.598 -0.906 -1.918
C -0.023 -1.434 -0.691
C -2.616 0.233 0.743
H 0.623 2.816 -0.630
H 1.090 -2.039 0.977
C 0.384 1.767 -0.392
H -3.121 1.073 1.329
C -1.566 0.374 -0.068
C 1.942 -0.201 0.312
H -3.208 -0.708 0.743
N -0.832 1.549 -0.363
H 0.072 -0.571 1.222
N 1.566 1.126 -0.101
C 0.783 -1.125 0.546
C -1.121 -0.700 -1.005
H 2.506 -0.172 1.300
*
```

***

ii) ORCA calculation (ωB97M-V/def2-TZVPD) on C7H10N2 as an isolated structure.

Output
gap between HOMO and LUMO	0.339	hartree
HOMO energy	-8.67	eV
E_LUMO	0.56	eV

Geometry as ORCA input:
```
! RIJCOSX wB97M-V def2-TZVPD def2/J DEFGRID3
* xyz 0 1
C -1.197 1.923 0.405
N -1.614 -0.153 -1.035
H 4.251 0.020 -0.677
H -1.362 -0.444 -1.898
H 0.050 1.310 -1.388
H -0.747 1.109 1.579
H -1.396 -2.242 -0.925
C 3.152 0.097 -0.655
H -0.477 2.946 0.491
H -2.237 -1.753 0.431
N -0.151 -0.414 1.493
C 0.645 0.085 0.257
H -2.614 1.987 0.136
C -0.029 -1.217 0.370
C -0.588 0.954 -0.607
H 0.544 -0.460 2.387
C -1.401 -1.418 -0.338
H 0.728 -2.108 0.270
C 2.019 0.175 -0.034
*
```

***

Tell me which of them is the least stable. Sure, it is ii).

***

i) ORCA calculation (ωB97M-V/def2-TZVPD) on C2H7N5O as an isolated structure.

Output
gap between HOMO and LUMO	0.298	hartree
HOMO energy	-8.45	eV
E_LUMO	-0.34	eV

Geometry as ORCA input:
```
! RIJCOSX wB97M-V def2-TZVPD def2/J DEFGRID3
* xyz 0 1
H 2.474 -0.460 -1.067
C 1.858 0.075 -0.422
H 1.247 -0.175 2.682
C -0.443 -0.068 -0.226
N -2.114 -0.359 -1.880
H -1.290 0.280 1.594
O 0.235 -0.588 2.177
H 3.256 0.869 0.112
N 2.198 0.743 0.583
N -0.321 0.686 1.117
H -2.139 -0.753 0.289
N -1.699 -0.275 -0.583
H -3.206 0.457 -2.533
N 0.543 -0.137 -0.970
H -0.953 -0.163 -2.482
*
```

***

ii) ORCA calculation (ωB97M-V/def2-TZVPD) on one molecule with the formula C2H7N5O.

Output
gap between HOMO and LUMO	0.345	hartree
HOMO energy	-9.25	eV
SMILES string	[H]/N=C(NN)/C(=N/[H])NO
E_LUMO	0.15	eV

Geometry as ORCA input:
```
! RIJCOSX wB97M-V def2-TZVPD def2/J DEFGRID3
* xyz 0 1
N -0.621 -0.920 1.666
C -0.815 -0.620 0.424
N 0.204 -2.034 -1.014
H 2.471 -0.321 -0.807
H 2.150 1.084 1.263
H -1.380 -0.434 2.291
C 0.317 -0.887 -0.567
N 1.549 1.173 0.367
H 1.204 -2.102 -1.489
N -1.975 -0.222 -0.174
O -1.864 1.091 -1.045
N 1.455 0.022 -0.374
H 1.398 2.190 -0.360
H -1.245 1.904 -0.675
H -2.850 0.076 0.494
*
```

***

iii) ORCA calculation (ωB97M-V/def2-TZVPD) on one molecule with the formula C2H7N5O.

Output
gap between HOMO and LUMO	0.345	hartree
HOMO energy	-8.74	eV
SMILES string	[H]/N=C(\N)N/N=C/NO
E_LUMO	0.64	eV

Geometry as ORCA input:
```
! RIJCOSX wB97M-V def2-TZVPD def2/J DEFGRID3
* xyz 0 1
N 1.235 -1.756 -1.000
H 1.408 -2.652 -1.544
H -0.997 -3.347 -2.197
N -1.102 -2.268 -2.008
N 0.243 2.519 1.420
N -0.654 -0.410 -0.667
H 1.545 1.129 1.390
H -1.463 0.195 -1.122
H -0.204 2.929 2.294
C -0.040 -1.567 -1.173
H -2.125 -2.045 -1.449
N -0.166 0.255 0.473
H -1.263 1.834 0.005
O 1.203 1.782 2.231
C -0.530 1.454 0.715
*
```

***

Tell me which of them is the least stable. Sure, it is i).

***

i) ORCA calculation (ωB97M-V/def2-TZVPD) on a 2-piece molecular cluster, C2H6O2S overall.

Output
gap between HOMO and LUMO	0.362	hartree
HOMO energy	-9.01	eV
SMILES string	O=CO.CS
E_LUMO	0.85	eV

Geometry as ORCA input:
```
! RIJCOSX wB97M-V def2-TZVPD def2/J DEFGRID3
* xyz 0 1
H 6.009 -0.094 0.150
S 4.817 -0.455 0.628
C -5.251 0.725 -1.669
O -4.344 0.080 -1.245
H 4.667 -1.174 2.970
O -6.552 0.514 -1.369
C 5.179 -0.402 2.409
H 6.238 -0.580 2.556
H -5.179 1.462 -2.478
H 4.884 0.588 2.741
H -6.628 0.179 -0.468
*
```

***

ii) ORCA calculation (ωB97M-V/def2-TZVPD) on C2H6O2S as an isolated structure.

Output
gap between HOMO and LUMO	0.366	hartree
HOMO energy	-10.34	eV
E_LUMO	-0.37	eV

Geometry as ORCA input:
```
! RIJCOSX wB97M-V def2-TZVPD def2/J DEFGRID3
* xyz 0 1
C 0.249 -0.559 0.385
H 2.329 -0.452 -0.264
S -1.299 0.486 0.090
H 0.298 -0.411 1.370
H 1.224 1.130 -0.380
O -1.393 1.325 1.272
C 1.309 0.002 -0.448
H -2.581 -0.710 0.530
H -0.025 -1.582 0.122
O -1.165 0.973 -1.234
H 1.054 -0.202 -1.443
*
```

***

Tell me which of them is the least stable. Sure, it is ii).

***

i) ORCA calculation (ωB97M-V/def2-TZVPD) on an isolated ion of composition C3H7N2Si and charge +1.

Output
gap between HOMO and LUMO	0.283	hartree
HOMO energy	-13.55	eV
E_LUMO	-5.84	eV

Geometry as ORCA input:
```
! RIJCOSX wB97M-V def2-TZVPD def2/J DEFGRID3
* xyz 1 1
N -1.690 0.186 0.845
C 0.511 -0.371 0.986
H -2.045 0.790 -1.296
H 1.340 -0.940 1.543
Si 1.652 -0.017 -1.489
H 0.867 -1.057 -2.106
H -1.165 -0.889 2.400
H 1.671 1.226 -2.352
C -0.695 -0.305 1.636
H -2.596 0.367 1.329
C -1.507 0.692 -0.318
N 0.624 0.240 -0.123
H 3.032 0.076 -1.056
*
```

***

ii) ORCA calculation (ωB97M-V/def2-TZVPD) on C3H7N2Si as an isolated structure.

Output
gap between HOMO and LUMO	0.397	hartree
HOMO energy	-14.42	eV
E_LUMO	-3.61	eV

Geometry as ORCA input:
```
! RIJCOSX wB97M-V def2-TZVPD def2/J DEFGRID3
* xyz 1 1
H 0.437 2.198 1.868
H 1.967 2.012 -0.534
N -0.066 0.336 0.131
C -0.260 -1.854 0.353
C -0.236 -0.199 -1.071
H -0.711 2.805 -0.304
H -0.327 -2.863 0.705
N -0.355 -1.517 -0.964
C -0.078 -0.689 1.031
H -0.263 0.355 -1.989
Si 0.335 2.101 0.423
H -0.490 -2.164 -1.730
H 0.046 -0.519 2.081
*
```

***

Tell me which of them is the least stable. Sure, it is i).

***

i) ORCA calculation (ωB97M-V/def2-TZVPD) on one molecule with the formula C9H12N2O.

Output
gap between HOMO and LUMO	0.310	hartree
HOMO energy	-8.76	eV
SMILES string	Cc1ccc(CNCN=O)cc1
E_LUMO	-0.32	eV

Geometry as ORCA input:
```
! RIJCOSX wB97M-V def2-TZVPD def2/J DEFGRID3
* xyz 0 1
H 1.575 2.571 -0.175
C -0.015 1.153 -0.527
H 4.131 0.302 1.114
C 1.981 -0.795 -0.261
C 2.290 0.548 -0.073
H 3.871 1.853 0.371
N -2.466 -1.326 0.161
C 0.716 -1.133 -0.371
O -4.417 1.045 0.178
H -0.833 1.888 -0.497
N -4.185 0.274 1.108
H -2.139 0.005 -1.599
C -0.248 -0.235 -0.582
H 2.865 -1.483 -0.214
H -2.723 -0.955 2.213
H -1.534 -1.531 -1.798
C 3.699 0.825 0.192
H -1.991 -2.158 0.487
C -2.844 -0.320 1.254
H -2.023 0.346 1.296
C 1.314 1.579 -0.279
C -1.660 -0.747 -0.992
H 4.277 0.519 -0.613
H 0.357 -2.226 -0.393
*
```

***

ii) ORCA calculation (ωB97M-V/def2-TZVPD) on one molecule with the formula C9H12N2O.

Output
gap between HOMO and LUMO	0.322	hartree
HOMO energy	-8.06	eV
SMILES string	O[C@@H]1NN=C/C1=C1/[C@H]2CCC[C@@H]12
E_LUMO	0.70	eV

Geometry as ORCA input:
```
! RIJCOSX wB97M-V def2-TZVPD def2/J DEFGRID3
* xyz 0 1
H 0.378 -2.064 -2.288
H -1.570 0.973 1.938
H 1.952 -0.280 1.327
H 1.020 -2.574 1.582
N -1.616 2.958 -1.045
H -1.142 -1.887 -0.447
C 0.535 0.247 -0.314
C -0.215 -2.411 -0.207
N -1.645 2.987 0.309
C 1.417 -0.788 -0.859
H -1.895 3.885 0.697
H -0.695 1.807 -2.482
C -0.540 2.215 0.881
C 0.374 -1.843 1.092
H -0.410 -1.555 1.794
H -0.430 -3.474 -0.128
H 2.336 -0.468 -1.336
C 1.204 -0.652 0.640
C 0.821 -2.108 -1.293
H 1.608 -2.865 -1.299
C -0.149 1.373 -0.340
O -0.847 1.591 2.090
H 0.306 2.879 1.131
C -0.795 2.054 -1.444
*
```

***

iii) ORCA calculation (ωB97M-V/def2-TZVPD) on one molecule with the formula C9H12N2O.

Output
gap between HOMO and LUMO	0.339	hartree
HOMO energy	-8.58	eV
SMILES string	C[C@@H]1CCCc2nccc(=O)n21
E_LUMO	0.65	eV

Geometry as ORCA input:
```
! RIJCOSX wB97M-V def2-TZVPD def2/J DEFGRID3
* xyz 0 1
H 2.387 -1.075 -1.417
C 2.117 0.330 1.168
H 2.125 0.641 -1.430
H 3.165 0.043 0.916
H 1.965 1.400 1.058
O -0.255 -0.788 2.746
C -2.264 -0.138 1.977
H -1.408 0.662 -2.508
H 2.042 0.157 2.228
H -0.011 -1.459 -2.178
N -2.389 0.617 -0.204
H 0.795 -0.241 -3.227
C -0.873 -0.353 1.791
C 1.607 -0.319 -1.227
H -0.114 1.618 -1.724
C -0.567 0.620 -1.788
H -4.080 0.579 1.072
N -0.263 -0.127 0.582
C -3.019 0.373 0.969
C -1.100 0.353 -0.405
C 1.164 -0.500 0.297
H -2.690 -0.360 2.964
C 0.438 -0.460 -2.208
H 1.227 -1.574 0.549
*
```

***

Tell me which of them is the least stable. Sure, it is i).